The following is a quantum chemistry calculation of one molecule with the formula C2H3N3O2S, from the OMol25 dataset.

Computed properties:
Relative energy (zero: lowest compared OMol25 entry of this formula, charge and spin) (kcal/mol): 56.40
Charge: 0

Bonds (Å) are listed after each position.
Cartesian coordinates (Å):
1 O -0.1538 -1.5414 -1.6302  C2 1.230
2 C -0.1365 -0.5390 -0.9174  O1 1.230, N3 1.355, N7 1.370
3 N -0.6660 0.6883 -1.1371  C2 1.355, C4 1.277, H9 1.079
4 C -0.5510 1.4611 -0.1269  N3 1.277, O5 1.348, N6 1.271
5 O -0.7401 2.7835 -0.3041  C4 1.348, H10 1.195
6 N 0.1043 0.9071 0.8108  C4 1.271, N7 1.405
7 N 0.4734 -0.3468 0.2940  C2 1.370, N6 1.405, S8 1.789
8 S 0.8899 -1.5763 1.5249  N7 1.789, H11 1.590
9 H -0.8229 1.1073 -2.1190  N3 1.079
10 H -1.6041 2.6460 -1.1186  O5 1.195
11 H 0.0829 -2.7433 0.8066  S8 1.590